{
  "formula": "C41H81I2N2O20P",
  "method": "ωB97M-V/def2-TZVPD",
  "homo_energy_ha": -0.310,
  "homo_lumo_gap_ev": 8.73,
  "e_tot_ha": -4161.8671,
  "multiplicity": 1,
  "species": ["C", "C", "C", "N", "O", "P", "O", "O", "C", "C", "C", "N", "O", "C", "I", "C", "C", "I", "H", "H", "H", "H", "H", "H", "H", "H", "H", "H", "H", "H", "H", "H", "H", "H", "H", "O", "C", "O", "C", "C", "C", "H", "H", "H", "H", "H", "H", "H", "H", "O", "C", "O", "C", "C", "C", "H", "H", "H", "H", "H", "H", "H", "H", "O", "C", "O", "C", "C", "C", "H", "H", "H", "H", "H", "H", "H", "H", "O", "C", "O", "C", "C", "C", "H", "H", "H", "H", "H", "H", "H", "H", "O", "C", "O", "C", "C", "C", "H", "H", "H", "H", "H", "H", "H", "H", "O", "C", "O", "C", "C", "C", "H", "H", "H", "H", "H", "H", "H", "H", "O", "C", "O", "C", "C", "C", "H", "H", "H", "H", "H", "H", "H", "H", "O", "C", "O", "C", "C", "C", "H", "H", "H", "H", "H", "H", "H", "H"],
  "coordinates": [[-2.684110, -2.421297, -4.424259], [-2.527475, -0.933644, -4.554331], [-2.906187, -0.283030, -5.845030], [-2.068815, -0.164678, -3.608738], [-2.939682, -0.301309, -2.428629], [-2.062325, -0.461329, -1.107698], [-1.425054, 0.801823, -0.722624], [-3.115397, -0.979996, -0.065345], [-2.825999, -0.694244, 1.339591], [-3.331574, -1.869297, 2.185324], [-2.376810, -2.250315, 3.330656], [-2.303058, -3.692535, 3.523490], [-0.956839, -1.580847, -1.507585], [-0.609756, -2.491858, -0.538432], [-1.718997, -4.290895, -0.460335], [0.413505, -2.257415, 0.285912], [1.215742, -0.982021, 0.244873], [1.055449, -3.614384, 1.736673], [-1.813041, -2.848947, -3.936281], [-3.596269, -2.646984, -3.867277], [-2.741147, -2.859912, -5.417169], [-3.802049, -0.775568, -6.222376], [-3.103378, 0.769099, -5.710614], [-2.103921, -0.399810, -6.573226], [-3.410804, 0.177971, 1.623369], [-1.774437, -0.482891, 1.506300], [-3.414779, -2.716297, 1.505639], [-4.328358, -1.657048, 2.566552], [-1.401819, -1.810610, 3.096773], [-2.705922, -1.777237, 4.258142], [-2.921670, -4.208807, 2.919780], [-2.401610, -3.972623, 4.483774], [0.665664, -0.172208, -0.224490], [2.134408, -1.186946, -0.305034], [1.459780, -0.693560, 1.264240], [-0.651241, 1.660321, 5.075009], [-0.937797, 2.480669, 4.240151], [-0.579588, 2.259834, 2.964682], [-1.026143, 3.052664, 1.850576], [-0.173202, 4.283520, 1.641582], [-1.612096, 3.776535, 4.612012], [-2.085459, 3.294222, 1.954149], [-0.940943, 2.395903, 0.986405], [-0.219422, 4.958620, 2.493827], [-0.503282, 4.823561, 0.753444], [0.872739, 3.998844, 1.513138], [-0.854308, 4.483837, 4.953037], [-2.310959, 3.575474, 5.422550], [-2.187451, 4.225176, 3.805395], [0.596449, 5.703078, 4.493681], [1.628752, 5.230196, 4.908941], [2.698122, 6.023437, 5.012882], [3.922802, 5.622307, 5.648170], [4.823772, 4.870001, 4.691930], [1.748613, 3.758073, 5.222939], [3.721341, 5.058703, 6.560363], [4.407778, 6.545614, 5.951188], [4.365857, 3.941012, 4.348664], [5.771269, 4.628706, 5.173533], [5.021644, 5.477411, 3.808480], [1.943105, 3.210571, 4.300990], [0.810047, 3.421532, 5.643441], [2.518087, 3.525743, 5.954226], [-3.843382, -7.763862, 3.102154], [-2.765637, -8.186525, 3.423032], [-1.706698, -7.362587, 3.386831], [-0.424074, -7.714629, 3.923794], [0.400354, -8.500619, 2.927302], [-2.559261, -9.642240, 3.781396], [-0.528421, -8.232087, 4.876247], [0.072473, -6.768928, 4.136943], [-0.072066, -9.450067, 2.674501], [1.391059, -8.706510, 3.331877], [0.505877, -7.935980, 2.000010], [-2.439334, -10.215861, 2.863624], [-3.447523, -9.991471, 4.303289], [-1.707489, -9.825897, 4.433260], [0.264941, -9.571652, 6.775546], [-0.444422, -9.098829, 7.623338], [0.126987, -8.434434, 8.641639], [-0.614890, -7.685510, 9.609833], [-1.119008, -8.562562, 10.736690], [-1.941800, -9.304781, 7.621137], [-1.417178, -7.122636, 9.130846], [0.087248, -6.952558, 10.002461], [-1.813934, -9.321228, 10.376322], [-1.627778, -7.960677, 11.489650], [-0.286614, -9.085259, 11.207274], [-2.163923, -10.271820, 8.070089], [-2.285623, -9.306541, 6.590469], [-2.498603, -8.529390, 8.140655], [-1.584556, 1.773599, -7.304420], [-1.059755, 2.736262, -6.814669], [-0.743720, 3.775442, -7.614687], [-0.280970, 5.037765, -7.128600], [1.215627, 5.027798, -6.893782], [-0.669434, 2.772038, -5.355897], [-0.836113, 5.346472, -6.241965], [-0.519070, 5.757762, -7.909683], [1.494833, 4.306639, -6.125699], [1.560683, 6.013892, -6.582708], [1.739541, 4.745340, -7.807024], [0.289961, 2.270378, -5.236472], [-1.417906, 2.229982, -4.780369], [-0.607165, 3.773936, -4.937630], [-1.253071, -4.199564, -6.684592], [-1.016113, -5.189950, -6.049363], [-2.032927, -6.009193, -5.720435], [-1.836999, -7.296434, -5.128307], [-1.682976, -7.220462, -3.623827], [0.375864, -5.489076, -5.542263], [-1.000664, -7.812246, -5.602325], [-2.732385, -7.864136, -5.375722], [-0.802588, -6.645159, -3.336604], [-1.591876, -8.222210, -3.202906], [-2.545948, -6.728092, -3.175496], [0.539423, -4.936516, -4.617484], [1.087543, -5.148680, -6.290038], [0.571228, -6.544261, -5.370279], [4.840122, 8.621571, 6.196620], [4.532672, 9.416538, 5.350334], [4.906686, 9.180964, 4.080874], [4.449265, 9.957840, 2.970274], [5.287256, 11.203358, 2.769547], [3.817943, 10.701255, 5.692808], [3.386666, 10.182702, 3.068428], [4.549659, 9.305481, 2.104837], [5.223220, 11.873644, 3.626849], [4.957312, 11.746060, 1.883613], [6.336572, 10.935292, 2.647568], [4.552214, 11.435374, 6.021661], [3.129746, 10.496821, 6.508793], [3.232875, 11.116137, 4.876204], [3.338893, 6.889708, -12.266021], [2.446511, 6.093266, -12.189258], [1.860210, 5.886289, -10.993023], [0.680791, 5.094690, -10.821649], [1.012429, 3.623914, -10.686200], [2.023206, 5.259234, -13.376956], [-0.038661, 5.288017, -11.618611], [0.221504, 5.446339, -9.901074], [1.487930, 3.234887, -11.587117], [0.109284, 3.044883, -10.494262], [1.709766, 3.467493, -9.863509], [2.690702, 4.403024, -13.461244], [2.117443, 5.872099, -14.269658], [0.994283, 4.911017, -13.333788]],
  "atomic_forces_ev_per_a": [[-1.021, 0.343, 0.109], [0.289, -0.304, 0.658], [1.330, -0.378, -0.250], [-1.820, 2.106, -1.344], [1.162, -2.423, 0.857], [-0.103, 2.058, -0.737], [0.389, -0.238, 0.379], [0.561, -0.406, 0.010], [-1.064, -0.215, 0.706], [0.520, -0.080, -0.175], [-0.406, 0.161, -0.023], [0.399, 0.206, -0.130], [-0.743, -0.482, 0.377], [0.367, -0.635, 0.667], [0.049, 0.339, -0.412], [-0.147, 0.240, -0.095], [-0.121, -0.327, 0.069], [-0.022, 0.060, -0.157], [-0.041, 0.096, 0.329], [0.070, -0.328, 0.060], [-0.181, 0.008, -0.031], [0.034, -0.205, 0.051], [0.054, 0.082, 0.053], [-0.238, 0.018, -0.323], [0.219, 0.328, -0.316], [0.122, -0.051, -0.187], [-0.023, -0.108, 0.016], [-0.088, -0.046, -0.035], [0.204, -0.268, 0.077], [0.048, 0.158, 0.003], [-0.080, -0.142, 0.120], [-0.165, -0.114, -0.003], [-0.019, 0.016, -0.125], [0.142, 0.165, 0.057], [0.139, 0.107, 0.000], [0.053, -0.171, -0.097], [-0.284, 0.329, 0.058], [0.092, -0.332, -0.046], [-0.010, 0.093, -0.298], [0.042, 0.088, 0.266], [-0.673, -0.286, -0.003], [0.017, 0.041, 0.114], [-0.032, -0.138, 0.096], [-0.053, 0.042, -0.018], [0.008, -0.066, -0.044], [-0.019, -0.033, -0.098], [-0.262, -0.087, -0.205], [0.133, -0.103, 0.089], [0.197, 0.109, -0.074], [0.445, 0.349, 0.115], [0.124, -0.213, -0.224], [-0.055, 0.320, 0.134], [0.357, -0.168, 0.022], [-0.181, -0.132, -0.154], [0.137, 0.250, 0.507], [-0.113, -0.076, -0.072], [-0.164, 0.053, -0.070], [0.035, -0.042, 0.068], [0.008, 0.036, 0.011], [0.061, 0.070, 0.058], [-0.036, -0.010, -0.006], [-0.023, -0.100, -0.064], [0.140, -0.004, -0.153], [-0.046, 0.089, 0.018], [0.070, -0.254, -0.171], [-0.049, 0.314, 0.114], [0.245, -0.092, -0.044], [-0.095, -0.071, -0.130], [0.021, 0.053, 0.487], [-0.019, -0.100, -0.054], [-0.176, 0.109, -0.059], [0.042, -0.043, 0.080], [-0.005, 0.008, 0.024], [0.045, 0.065, 0.041], [-0.003, 0.004, -0.013], [-0.114, -0.002, -0.189], [0.114, -0.021, -0.166], [-0.062, 0.048, -0.078], [-0.094, -0.231, 0.170], [0.213, 0.178, -0.072], [-0.156, 0.005, 0.211], [-0.009, -0.163, -0.068], [-0.091, 0.413, -0.147], [-0.022, -0.059, -0.034], [0.101, -0.036, -0.097], [-0.063, 0.055, 0.002], [0.014, 0.018, 0.000], [0.029, 0.065, 0.029], [0.012, -0.011, 0.002], [0.055, -0.172, -0.028], [0.018, -0.087, 0.134], [0.158, 0.335, -0.321], [0.275, -0.149, 0.279], [-0.255, 0.145, -0.320], [0.295, 0.079, 0.188], [0.041, -0.135, 0.052], [-0.399, 0.301, 0.108], [-0.006, -0.094, 0.032], [-0.124, -0.087, -0.051], [-0.030, 0.049, 0.060], [-0.003, 0.012, -0.026], [-0.011, 0.092, -0.040], [0.005, -0.014, -0.001], [0.118, -0.206, -0.040], [0.163, 0.005, -0.056], [-0.070, 0.002, -0.086], [0.201, 0.041, 0.222], [-0.171, 0.015, -0.180], [0.043, -0.179, 0.203], [0.076, 0.176, 0.037], [0.102, -0.310, -0.300], [0.037, 0.047, 0.010], [-0.050, 0.109, -0.086], [0.042, -0.059, 0.000], [-0.014, -0.006, -0.006], [-0.053, -0.048, -0.035], [-0.016, 0.003, 0.012], [-0.041, 0.197, 0.045], [-0.057, 0.018, 0.158], [0.072, 0.024, 0.056], [0.064, 0.259, 0.059], [-0.004, -0.279, -0.082], [-0.010, 0.218, -0.143], [0.072, 0.033, 0.158], [-0.422, -0.115, -0.131], [0.009, 0.018, 0.068], [0.031, -0.112, 0.081], [-0.072, 0.031, -0.028], [-0.003, -0.018, -0.013], [-0.012, -0.032, -0.069], [0.017, -0.004, -0.003], [0.148, -0.021, 0.124], [0.132, 0.074, -0.048], [0.021, 0.082, 0.060], [0.099, -0.250, -0.133], [-0.084, 0.290, 0.199], [-0.027, -0.341, -0.043], [0.071, -0.083, -0.133], [-0.393, 0.226, -0.104], [0.058, -0.013, -0.057], [0.103, 0.135, 0.010], [-0.065, 0.012, -0.042], [0.000, 0.016, 0.063], [-0.060, 0.015, 0.060], [0.007, -0.005, 0.013], [0.202, -0.008, 0.011], [0.057, -0.135, 0.082]],
  "lowdin_charge": [-0.016, -0.338, -0.020, 0.070, -0.170, 0.396, -0.228, -0.177, -0.179, -0.161, -0.283, -0.002, -0.205, -0.854, 0.906, -0.811, -0.136, 0.879, 0.073, 0.096, 0.065, 0.101, 0.065, 0.088, 0.127, 0.103, 0.053, 0.113, 0.075, 0.111, 0.047, 0.060, 0.056, 0.085, 0.061, 0.078, -0.557, -0.007, -0.223, -0.056, 0.018, 0.117, 0.093, 0.051, 0.083, 0.085, 0.057, 0.094, 0.079, 0.059, -0.498, 0.015, -0.222, -0.056, 0.034, 0.117, 0.087, 0.067, 0.083, 0.082, 0.107, 0.067, 0.080, 0.099, -0.533, -0.006, -0.221, -0.053, 0.007, 0.085, 0.122, 0.068, 0.086, 0.081, 0.096, 0.090, 0.058, 0.096, -0.525, 0.005, -0.233, -0.064, 0.027, 0.114, 0.124, 0.067, 0.083, 0.084, 0.102, 0.066, 0.074, 0.088, -0.506, -0.011, -0.237, -0.052, 0.025, 0.115, 0.107, 0.071, 0.086, 0.069, 0.102, 0.070, 0.072, 0.094, -0.530, 0.002, -0.234, -0.072, 0.019, 0.113, 0.123, 0.059, 0.083, 0.073, 0.096, 0.092, 0.069, 0.094, -0.515, 0.003, -0.232, -0.065, 0.017, 0.116, 0.123, 0.067, 0.082, 0.084, 0.097, 0.093, 0.071, 0.108, -0.530, -0.001, -0.229, -0.056, 0.010, 0.117, 0.096, 0.068, 0.087, 0.076, 0.096, 0.090, 0.068]
}